[1]
{
  "formula": "C5H12NO2",
  "method": "wB97M-V/def2-TZVPD",
  "species": ["O", "C", "C", "C", "C", "C", "N", "H", "H", "H", "H", "H", "H", "H", "H", "H", "H", "H", "H", "O"],
  "positions_angstrom": [[-0.5203, -1.7042, 1.8344], [-0.8236, -0.5794, 1.4586], [0.3576, 0.5089, 1.1462], [0.1790, 1.2053, -0.3100], [-1.2837, 1.2670, -0.5386], [-2.0729, 0.3954, -1.2035], [1.6152, -0.3093, 1.3300], [-1.8792, -0.0935, 1.6019], [0.5225, 1.2589, 1.9888], [0.7953, 0.6185, -0.9681], [0.6700, 2.0701, -0.1728], [-1.5607, 2.2876, -0.2128], [-1.6178, -0.7199, -1.3168], [-3.0676, 0.4840, -1.4525], [1.7224, -0.6855, 0.3634], [1.5356, -1.0510, 2.1076], [2.4900, 0.1124, 1.6641], [1.6137, -2.0294, -2.6262], [0.2704, -1.7943, -2.2617], [1.0541, -1.2416, -2.4322]],
  "forces_ev_per_angstrom": [[-1.122, 2.995, -1.511], [0.989, -0.479, 2.518], [-0.249, -0.456, 2.230], [-0.753, -4.408, 1.536], [2.469, 4.101, 0.440], [2.278, -5.303, 0.042], [0.351, -1.239, -0.533], [1.233, -0.957, -0.667], [-1.371, -0.512, -1.147], [-0.273, -0.714, -0.900], [0.985, 3.692, 0.124], [-1.117, -0.761, -0.092], [-1.221, 2.726, -0.050], [-2.142, 0.714, -0.753], [0.883, -0.794, 1.047], [-0.770, 0.493, -1.776], [-0.170, 0.979, -0.739], [0.473, 1.093, -0.222], [-0.300, 0.607, -0.151], [-0.173, -1.776, 0.604]],
  "spin_multiplicity": 2,
  "fmax_ev_per_a": 5.771,
  "energy_ev": -10941.6240,
  "total_charge": 2,
  "e_lumo_ev": [-9.38, -13.38],
  "relative_energy_kcal_mol": 59.93,
  "homo_ev": [-19.10, -19.09]
}

---

[2]
{
  "formula": "C5H12NO2P",
  "method": "wB97M-V/def2-TZVPD",
  "species": ["C", "C", "C", "C", "C", "N", "O", "O", "P", "H", "H", "H", "H", "H", "H", "H", "H", "H", "H", "H", "H"],
  "positions_angstrom": [[2.3466, -0.2409, -0.3760], [1.6367, -0.9636, 0.7609], [1.2288, 0.6305, -1.0364], [0.8106, 1.8063, -0.0921], [-3.1318, -0.7356, 0.7280], [-2.0335, 0.0443, 0.0750], [-1.1679, -2.1644, -1.0640], [0.1056, -0.0981, -1.5453], [-0.6578, -0.9324, -0.4196], [3.0785, 0.4732, 0.0084], [2.6949, -1.0539, -1.0503], [1.7741, -2.0636, 0.9733], [1.4371, -0.3174, 1.7007], [1.5093, 1.1554, -1.9187], [1.6352, 2.5427, -0.0246], [0.4141, 1.5147, 0.9815], [0.1565, 2.4406, -0.6752], [-2.7156, -1.7621, 0.4818], [-3.2479, -0.6098, 1.8173], [-4.0609, -0.6306, 0.2673], [-1.8126, 0.9647, 0.4079]],
  "forces_ev_per_angstrom": [[-1.931, -1.142, 0.011], [-2.747, 0.421, 0.956], [0.005, 1.265, 0.620], [0.166, -0.261, 0.942], [3.203, -1.494, 0.245], [1.127, -1.161, 0.010], [0.118, -0.053, 1.094], [0.503, 0.629, 0.992], [0.201, -0.266, 0.010], [0.345, -0.406, -0.284], [0.268, 1.072, 0.125], [-0.024, 1.489, -0.392], [0.453, -1.381, -1.553], [1.088, 0.142, -0.755], [0.175, -0.818, 0.529], [0.713, 0.694, -2.339], [-1.100, -0.220, 0.225], [-1.438, 0.653, 0.755], [0.360, 0.114, -0.410], [-1.397, 0.468, -0.997], [-0.088, 0.256, 0.215]],
  "spin_multiplicity": 1,
  "fmax_ev_per_a": 3.542,
  "energy_ev": -20252.2597,
  "total_charge": 0,
  "e_lumo_ev": 0.06,
  "relative_energy_kcal_mol": 41.71,
  "homo_ev": -8.65
}

---

[3]
{
  "formula": "C5H12NO2S",
  "method": "wB97M-V/def2-TZVPD",
  "species": ["C", "N", "C", "C", "C", "S", "C", "O", "O", "H", "H", "H", "H", "H", "H", "H", "H", "H", "H", "H", "H"],
  "positions_angstrom": [[0.8856, 2.1822, 0.9640], [0.6071, 1.3087, -0.1871], [0.3368, -0.1171, 0.1343], [-0.8978, -0.3589, 0.9915], [-1.1140, -1.8660, 0.9548], [-0.7834, -2.4057, -0.7636], [0.0810, -0.8349, -1.2107], [-0.7579, 0.0021, -1.9494], [1.3007, -1.0215, -1.8208], [0.0155, 2.2359, 1.6141], [1.7297, 1.7906, 1.5290], [1.1281, 3.1861, 0.6211], [1.4049, 1.3115, -0.8378], [-0.2089, 1.6406, -0.7269], [1.2299, -0.5532, 0.5910], [-1.7558, 0.1514, 0.5490], [-0.7672, -0.0284, 2.0208], [-0.4154, -2.3911, 1.6051], [-2.1316, -2.1527, 1.2063], [-1.1391, -0.4583, -2.7082], [1.2518, -1.6214, -2.5764]],
  "forces_ev_per_angstrom": [[0.166, 0.491, 0.642], [-0.055, 0.009, -0.518], [-0.380, -0.764, -0.202], [0.103, 0.099, 0.036], [0.083, -0.210, -0.271], [0.235, 0.240, -0.012], [-0.426, -0.735, 0.496], [-0.010, 0.489, -0.131], [0.484, 0.129, -0.152], [-0.019, -0.089, -0.109], [-0.033, -0.080, -0.092], [-0.029, -0.078, -0.110], [-0.212, 0.092, 0.053], [0.307, -0.042, 0.063], [-0.040, 0.170, -0.100], [-0.010, 0.046, 0.031], [-0.018, 0.088, 0.014], [-0.084, 0.069, 0.077], [0.029, 0.074, 0.094], [-0.060, -0.017, 0.125], [-0.030, 0.019, 0.068]],
  "spin_multiplicity": 1,
  "fmax_ev_per_a": 0.984,
  "energy_ev": -21793.8228,
  "smiles": "C[NH2+][C@H]1CCSC1(O)O",
  "total_charge": 1,
  "e_lumo_ev": -2.99,
  "relative_energy_kcal_mol": 0.00,
  "homo_ev": -12.69
}

---

[4]
{
  "formula": "C5H12NO2S",
  "method": "wB97M-V/def2-TZVPD",
  "species": ["C", "C", "C", "C", "C", "N", "O", "O", "S", "H", "H", "H", "H", "H", "H", "H", "H", "H", "H", "H", "H"],
  "positions_angstrom": [[0.9022, -0.7146, 1.1174], [4.0499, -0.7200, 0.1647], [-2.6994, 1.4929, -1.0707], [2.7593, -0.3921, -0.6197], [-3.2721, 1.1454, 0.3216], [1.6225, -0.4819, 0.1886], [-2.7447, -1.2610, -0.7057], [-1.5934, -0.7163, 1.4166], [-2.8739, -0.6535, 0.5706], [-0.1902, -0.6257, 1.0042], [0.9212, -1.0843, 2.1756], [4.1105, -1.8078, 0.4313], [4.7961, -0.7179, -0.4990], [4.1256, -0.0908, 0.9797], [-2.8235, 0.5585, -1.6511], [-3.2585, 2.2174, -1.6208], [-1.6880, 1.6179, -0.9235], [2.5771, -1.1764, -1.5093], [2.7966, 0.6759, -1.0474], [-4.3643, 0.9163, 0.1157], [-3.1529, 1.8182, 1.1613]],
  "forces_ev_per_angstrom": [[0.150, -0.450, 1.069], [-3.232, -2.956, 0.288], [-1.565, -2.313, 0.535], [0.402, -0.396, -2.587], [-2.701, -1.057, -2.161], [0.285, -0.072, 0.249], [-0.420, -1.055, -1.354], [-2.882, 0.016, -0.674], [3.072, 1.066, 3.123], [-1.372, 0.387, -0.616], [1.225, 0.127, -0.479], [-0.701, 0.921, 0.389], [3.160, 1.030, -2.481], [0.615, 1.203, 1.622], [0.165, 0.761, -0.002], [-0.029, 0.981, 0.159], [2.309, 1.045, -0.362], [0.493, 1.880, 1.850], [-0.069, -1.653, 0.534], [0.780, 0.913, 0.648], [0.314, -0.378, 0.250]],
  "spin_multiplicity": 1,
  "fmax_ev_per_a": 4.508,
  "energy_ev": -21787.3441,
  "total_charge": 1,
  "e_lumo_ev": [-6.27, -6.17],
  "relative_energy_kcal_mol": 149.40,
  "homo_ev": [-13.55, -14.03]
}

---

[5]
{
  "formula": "C5H12NO6",
  "method": "wB97M-V/def2-TZVPD",
  "species": ["C", "C", "C", "C", "C", "N", "O", "O", "O", "O", "O", "O", "H", "H", "H", "H", "H", "H", "H", "H", "H", "H", "H", "H"],
  "positions_angstrom": [[0.4281, -1.0724, -1.3673], [-0.7205, -1.3706, -0.4420], [0.2891, 0.4396, -1.5188], [-0.9972, -0.2058, 0.3676], [0.5662, 2.3854, 1.1895], [-0.5655, 0.8149, -0.3236], [-0.3255, 1.0706, -2.6164], [-0.2158, -3.8075, 1.3725], [-1.5368, -0.1308, 1.5245], [1.8955, 2.1046, 1.0933], [-0.1484, 1.8583, 2.0319], [0.1967, 3.3266, 0.3906], [1.4271, -1.3779, -0.9227], [0.2207, -1.6426, -2.1938], [-1.5687, -1.5800, -1.1112], [-0.4143, -2.2996, 0.2789], [1.2710, 1.0416, -1.3384], [-0.8912, 1.7712, -0.1037], [0.2250, 1.0281, -3.4951], [-0.9042, -4.5011, 1.2987], [-1.1957, 0.7417, 1.9606], [2.1942, 1.4896, 1.8440], [-0.1281, -3.7694, 2.2968], [0.8981, 3.6856, -0.2160]],
  "forces_ev_per_angstrom": [[1.039, 1.345, 2.367], [0.490, -4.952, 2.266], [1.710, 3.239, 0.495], [0.204, 0.658, -1.028], [2.638, -0.860, 2.834], [-0.231, 0.889, -0.717], [0.831, -0.839, -2.258], [-0.980, -1.090, -1.462], [0.291, 0.320, 0.267], [-0.445, -0.763, 1.058], [0.492, 1.090, -0.558], [-0.192, 1.246, -1.411], [-1.192, 0.588, -0.603], [0.137, -0.902, -2.477], [-0.230, -0.203, 0.824], [-1.380, 1.953, -1.883], [-1.230, -1.443, -0.222], [0.309, -0.913, -0.859], [-1.309, -0.101, 2.717], [0.507, 0.476, -0.403], [-0.591, -0.734, -0.502], [-0.866, 1.197, -1.425], [0.551, 0.362, 2.079], [-0.550, -0.564, 0.901]],
  "spin_multiplicity": 1,
  "fmax_ev_per_a": 5.468,
  "energy_ev": -19147.7791,
  "total_charge": 1,
  "e_lumo_ev": -3.11,
  "relative_energy_kcal_mol": 24.31,
  "homo_ev": -14.39
}

---

[6]
{
  "formula": "C5H12NOS",
  "method": "wB97M-V/def2-TZVPD",
  "species": ["C", "C", "N", "C", "C", "O", "C", "S", "H", "H", "H", "H", "H", "H", "H", "H", "H", "H", "H", "H"],
  "positions_angstrom": [[1.2600, 2.2047, -1.5002], [0.8930, 0.8076, -1.1075], [0.0089, 0.8535, 0.0500], [-0.1405, -0.4463, 0.6781], [-0.8954, -1.4683, -0.1509], [-0.2220, -2.7167, -0.0595], [-0.8876, -0.3007, 2.0183], [-0.7739, -1.7865, 3.0632], [2.0841, 2.4446, -1.0560], [1.5784, 2.2987, -2.6300], [0.3617, 2.8392, -1.4652], [0.4974, 0.3261, -2.1488], [1.7146, 0.2072, -0.7797], [-0.8930, 1.2566, -0.1172], [0.8910, -0.8901, 0.9506], [-0.9585, -1.3591, -1.2971], [-1.9078, -1.6521, 0.1640], [-0.2281, -3.0403, 0.9190], [-0.4338, 0.5558, 2.5618], [-1.9484, -0.1338, 1.9073]],
  "forces_ev_per_angstrom": [[-3.600, -0.999, -5.527], [-2.089, -0.559, -2.214], [1.045, -0.474, -0.418], [-0.121, -0.161, 1.248], [0.809, -1.756, -1.882], [0.340, -1.695, 1.606], [1.145, 0.234, 0.710], [0.125, -0.470, -0.001], [4.370, 2.476, 3.384], [-0.646, -0.543, 1.729], [0.670, 0.181, 0.598], [0.338, 0.351, 2.445], [0.770, -0.276, -0.120], [-0.367, 0.273, -0.341], [-1.468, 0.785, -0.676], [0.308, 0.702, 1.589], [-0.670, 0.496, 0.498], [-0.258, 1.288, -1.788], [-0.332, -0.324, -0.331], [-0.368, 0.471, -0.509]],
  "spin_multiplicity": 1,
  "fmax_ev_per_a": 6.672,
  "energy_ev": -19751.9356,
  "smiles": "CCN[C@H](CO)C[S-]",
  "total_charge": -1,
  "e_lumo_ev": 3.51,
  "relative_energy_kcal_mol": 52.92,
  "homo_ev": -2.64
}

---

[7]
{
  "formula": "C5H12NOS",
  "method": "wB97M-V/def2-TZVPD",
  "species": ["C", "C", "C", "C", "N", "S", "C", "O", "H", "H", "H", "H", "H", "H", "H", "H", "H", "H", "H", "H"],
  "positions_angstrom": [[2.7532, 0.4968, 0.4132], [1.4148, -0.2903, 0.3888], [0.2979, 0.7559, 0.1484], [-1.1776, 0.2702, 0.0119], [-1.2425, -0.2808, -1.4099], [-2.5721, 1.3665, 0.3306], [-1.4434, -1.1809, 0.8492], [-1.8412, -2.1182, 0.2232], [2.7450, 0.9185, 1.4458], [2.8769, 1.1489, -0.4346], [3.5508, -0.0931, 0.2321], [1.5607, -0.9785, -0.4865], [1.1877, -0.7822, 1.2600], [0.1951, 1.4968, 0.9717], [0.4270, 1.3780, -0.7512], [-1.5908, -1.3428, -1.3843], [-1.8623, 0.2750, -2.0282], [-0.3909, -0.5098, -1.8779], [-3.5909, 0.5008, 0.0986], [-1.2975, -1.0308, 1.9994]],
  "forces_ev_per_angstrom": [[-2.981, 0.934, 1.952], [0.574, 1.963, -4.047], [-1.783, 1.423, 0.736], [0.654, -3.933, -0.345], [-2.371, -2.201, -0.782], [0.449, 0.301, 0.038], [0.125, 2.684, 0.424], [0.393, -0.042, 0.847], [0.820, 0.450, -1.140], [-0.690, 1.085, 0.085], [2.623, -2.519, 0.288], [-0.835, 0.134, 0.791], [-0.043, -1.500, 2.043], [0.832, -0.431, -0.190], [0.486, -0.174, 0.282], [-0.326, 2.203, 0.604], [0.504, -0.377, 0.357], [1.450, 0.868, -0.246], [0.469, -0.070, 0.076], [-0.351, -0.798, -1.772]],
  "spin_multiplicity": 1,
  "fmax_ev_per_a": 4.535,
  "energy_ev": -19744.0615,
  "smiles": "CCC[C@]([NH3+])(S)C=O",
  "total_charge": 1,
  "e_lumo_ev": -3.67,
  "relative_energy_kcal_mol": 23.63,
  "homo_ev": -14.15
}